No. 1
C2HF5NO3S | ωB97M-V with the def2-TZVPD basis set

Cartesian coordinates (Å):
1 C -1.73 -1.22 0.23
2 C 0.75 0.52 0.77
3 N -0.71 -0.18 0.32
4 O 0.53 0.86 -1.84
5 O 2.64 -0.16 -0.95
6 O 2.16 2.19 -0.76
7 F -2.81 -0.78 0.89
8 F -2.02 -1.56 -0.98
9 F 0.39 1.63 1.32
10 F 1.44 -0.21 1.63
11 F -1.43 -2.33 0.95
12 S 1.63 0.91 -0.91
13 H -0.84 0.31 -0.66

Summary:
LUMO energy: 3.772 eV
DFT total energy: -1254.859736 a.u.
Charge: -1
HOMO energy: -5.932 eV
Gap between HOMO and LUMO: 9.704 eV
SMILES: O=S(=O)([O-])C(F)(F)NC(F)(F)F

No. 2
C32H8Cl2F15GeIrNO6S | ωB97M-V with the def2-TZVPD basis set

Cartesian coordinates (Å):
1 Ir -0.40 0.36 -0.39
2 O 2.12 -2.29 1.28
3 C 0.98 -1.59 0.95
4 O 1.16 -0.76 -0.17
5 C 0.40 -0.76 2.09
6 C 0.48 -0.95 3.47
7 C -0.28 -0.12 4.27
8 C -1.07 0.89 3.71
9 C -1.05 1.04 2.35
10 N -0.33 0.21 1.59
11 C -1.72 2.07 1.48
12 O -2.46 3.02 1.97
13 O -1.56 2.03 0.26
14 H 2.89 -1.80 0.95
15 H 1.10 -1.73 3.87
16 H -0.27 -0.26 5.35
17 H -1.68 1.52 4.34
18 H -2.47 3.03 2.94
19 Cl -4.12 -0.38 -6.68
20 C -3.01 -0.13 -5.37
21 C -1.67 0.22 -5.65
22 C -0.77 0.41 -4.64
23 Cl 0.86 0.83 -5.00
24 C -1.16 0.28 -3.29
25 O -0.28 0.48 -2.36
26 C -2.49 -0.08 -3.03
27 C -2.97 -0.25 -1.72
28 O -2.34 -0.21 -0.63
29 C -3.42 -0.27 -4.09
30 H -1.35 0.33 -6.68
31 H -4.04 -0.47 -1.63
32 H -4.45 -0.53 -3.88
33 F 1.09 -3.56 -2.20
34 C 2.21 -4.19 -1.84
35 C 2.29 -4.81 -0.60
36 C 3.45 -5.49 -0.29
37 F 3.56 -6.18 0.84
38 C 4.53 -5.52 -1.16
39 F 5.64 -6.17 -0.85
40 C 4.43 -4.87 -2.38
41 F 5.45 -4.90 -3.23
42 C 3.27 -4.21 -2.74
43 F 3.17 -3.61 -3.92
44 Ge 0.69 -4.77 0.51
45 S -0.40 -2.81 0.63
46 C -0.53 -5.96 -0.46
47 C -0.09 -7.26 -0.60
48 F 1.09 -7.62 -0.07
49 C -0.82 -8.23 -1.26
50 F -0.38 -9.47 -1.38
51 C -2.05 -7.88 -1.81
52 F -2.77 -8.78 -2.44
53 C -2.51 -6.58 -1.68
54 F -3.69 -6.25 -2.20
55 C -1.75 -5.64 -1.01
56 F -2.26 -4.40 -0.92
57 C 0.91 -5.38 2.35
58 C -0.13 -6.07 2.95
59 F -1.26 -6.31 2.28
60 C -0.07 -6.52 4.26
61 F -1.09 -7.18 4.80
62 C 1.05 -6.25 5.01
63 F 1.12 -6.65 6.27
64 C 2.10 -5.54 4.46
65 F 3.18 -5.27 5.19
66 C 2.02 -5.11 3.15
67 F 3.05 -4.40 2.68

Summary:
Energy above the lowest of the compared OMol25 structures with the same formula, charge and spin: 219.3 kJ/mol
LUMO energy (spin up / spin down): -4.706 / -4.706 eV
DFT total energy: -6727.962317 a.u.
Charge: +1
HOMO energy (spin up / spin down): -11.025 / -11.025 eV
Gap between HOMO and LUMO (spin up / spin down): 6.318 / 6.319 eV

No. 3
C23H19Br2Cl3F3IrN3OS | ωB97M-V with the def2-TZVPD basis set

Cartesian coordinates (Å):
1 Ir -1.19 -3.13 2.25
2 Br -1.78 -3.67 4.74
3 C -3.04 -5.04 4.18
4 Br -2.97 -5.14 2.25
5 H -4.04 -4.74 4.49
6 H -2.72 -5.99 4.59
7 Cl -1.34 3.84 -5.94
8 C -1.31 3.57 -4.25
9 C -1.49 2.29 -3.75
10 C -1.45 2.09 -2.38
11 C -1.23 3.13 -1.48
12 C -1.22 2.90 0.01
13 C -2.39 2.06 0.56
14 N -2.28 0.59 0.54
15 C -3.08 -0.25 -0.21
16 C -2.82 -1.51 0.20
17 N -1.86 -1.44 1.21
18 C -1.56 -0.15 1.38
19 O 0.01 2.40 0.56
20 C 1.11 2.19 -0.31
21 C 1.70 3.50 -0.77
22 C 2.07 3.81 -2.10
23 Cl 2.05 2.77 -3.40
24 S 2.63 5.43 -2.30
25 C 2.41 5.70 -0.65
26 C 1.91 4.58 0.05
27 C -1.08 4.41 -2.02
28 Cl -0.87 5.80 -1.01
29 C -1.10 4.64 -3.39
30 H -1.66 1.47 -4.43
31 H -1.58 1.08 -2.01
32 H -1.39 3.86 0.49
33 H -3.29 2.32 0.01
34 H -2.54 2.34 1.60
35 H -3.79 0.12 -0.93
36 H -3.26 -2.43 -0.11
37 H -0.90 0.25 2.12
38 H 0.87 1.55 -1.16
39 H 1.85 1.67 0.30
40 H 2.64 6.66 -0.22
41 H 1.70 4.59 1.11
42 H -1.00 5.64 -3.78
43 F 4.75 -5.07 -0.90
44 C 4.63 -5.10 0.42
45 F 5.52 -4.27 0.96
46 F 4.88 -6.33 0.86
47 C 3.23 -4.68 0.85
48 C 2.95 -4.50 2.20
49 C 1.69 -4.11 2.57
50 N 0.71 -3.90 1.66
51 C 0.98 -4.09 0.36
52 C 2.22 -4.48 -0.09
53 H 3.71 -4.66 2.95
54 H 1.43 -3.97 3.61
55 H 0.16 -3.95 -0.34
56 H 2.40 -4.64 -1.14

Summary:
Energy above the lowest of the compared OMol25 structures with the same formula, charge and spin: 0.0 kJ/mol
Multiplicity: 5
LUMO energy (spin up / spin down): -8.158 / -10.872 eV
DFT total energy: -8457.030041 a.u.
Expectation value of S²: 6.0220
Charge: +3
HOMO energy (spin up / spin down): -16.156 / -16.180 eV
Gap between HOMO and LUMO (spin up / spin down): 7.998 / 5.308 eV

No. 4
C4H7O2PS2 | ωB97M-V with the def2-TZVPD basis set

Cartesian coordinates (Å):
1 C -3.58 1.36 0.60
2 C 3.23 -1.42 0.32
3 C -2.72 0.36 0.86
4 C 3.26 -0.10 0.67
5 O 0.79 -0.16 -0.34
6 O -0.06 -2.64 -0.19
7 P -0.55 -1.68 0.68
8 S -2.33 -0.86 -0.23
9 S 1.93 0.98 0.26
10 H -3.58 2.08 1.34
11 H -3.91 1.44 -0.44
12 H 3.98 -2.06 0.70
13 H 2.34 -1.77 -0.24
14 H -2.31 0.30 1.79
15 H 3.90 0.68 1.02
16 H 0.64 -0.01 -1.32

Summary:
Energy above the lowest of the compared OMol25 structures with the same formula, charge and spin: 0.0 kJ/mol
LUMO energy: -0.001 eV
DFT total energy: -1444.722479 a.u.
HOMO energy: -8.637 eV
Gap between HOMO and LUMO: 8.636 eV

No. 5
C19H38N4ORuSeSi | ωB97M-V with the def2-TZVPD basis set

Cartesian coordinates (Å):
1 Ru 0.27 -0.36 -0.37
2 C 2.63 -2.22 -2.07
3 C 3.27 -1.68 -0.80
4 N 2.39 -0.82 0.02
5 C 2.64 -0.95 1.47
6 C 1.77 0.07 2.17
7 N 0.34 -0.13 1.79
8 C -0.33 -1.15 2.64
9 C -0.33 -2.59 2.10
10 C -1.34 -2.82 0.99
11 N -0.97 -2.16 -0.27
12 C -0.61 -3.05 -1.38
13 C -0.43 -2.18 -2.62
14 N 0.46 -1.01 -2.37
15 C 1.85 -1.19 -2.87
16 H 1.99 -3.07 -1.84
17 H 3.43 -2.62 -2.70
18 H 4.15 -1.09 -1.08
19 H 3.63 -2.51 -0.19
20 H 2.65 0.15 -0.20
21 H 3.69 -0.77 1.70
22 H 2.40 -1.97 1.78
23 H 2.05 1.07 1.85
24 H 1.89 0.01 3.25
25 H -0.12 0.76 1.95
26 H -1.36 -0.83 2.79
27 H 0.16 -1.14 3.62
28 H -0.59 -3.24 2.94
29 H 0.66 -2.89 1.77
30 H -2.31 -2.41 1.30
31 H -1.49 -3.89 0.82
32 H -1.76 -1.59 -0.59
33 H -1.40 -3.78 -1.57
34 H 0.29 -3.60 -1.11
35 H -1.40 -1.79 -2.89
36 H -0.05 -2.77 -3.46
37 H 0.06 -0.22 -2.88
38 H 2.34 -0.21 -2.83
39 H 1.80 -1.49 -3.92
40 Se 1.22 1.91 -0.89
41 C 1.12 2.84 0.78
42 C -0.03 2.82 1.57
43 C -0.07 3.50 2.78
44 C 1.03 4.22 3.21
45 C 2.17 4.26 2.42
46 C 2.22 3.57 1.22
47 H -0.91 2.29 1.22
48 H -0.98 3.48 3.38
49 H 1.00 4.75 4.15
50 H 3.03 4.83 2.75
51 H 3.11 3.60 0.61
52 C -3.58 0.39 -2.79
53 Si -2.80 1.19 -1.28
54 C -2.33 2.94 -1.73
55 C -4.05 1.17 0.12
56 O -1.53 0.25 -0.86
57 H -4.43 0.97 -3.16
58 H -3.94 -0.62 -2.57
59 H -2.86 0.32 -3.61
60 H -3.24 3.52 -1.93
61 H -1.72 2.97 -2.63
62 H -1.78 3.46 -0.94
63 H -4.93 1.76 -0.13
64 H -3.64 1.57 1.05
65 H -4.39 0.15 0.31

Summary:
Energy above the lowest of the compared OMol25 structures with the same formula, charge and spin: 52.6 kJ/mol
Multiplicity: 2
LUMO energy (spin up / spin down): -1.987 / -3.540 eV
DFT total energy: -3826.770384 a.u.
Expectation value of S²: 0.7554
Charge: +1
HOMO energy (spin up / spin down): -10.364 / -10.333 eV
Gap between HOMO and LUMO (spin up / spin down): 8.377 / 6.793 eV

No. 6
C58H57N11O5P2RbS | ωB97M-V with the def2-TZVPD basis set

Cartesian coordinates (Å):
1 Rb 0.98 1.12 -0.15
2 C 0.18 3.45 -3.97
3 C -0.65 3.94 -2.92
4 C -1.98 3.52 -3.20
5 C -1.96 2.79 -4.40
6 C -0.63 2.74 -4.88
7 H 1.25 3.63 -4.07
8 H -0.32 4.58 -2.11
9 H -2.87 3.76 -2.62
10 H -2.82 2.32 -4.87
11 H -0.29 2.25 -5.78
12 C -4.76 -1.62 1.21
13 N -3.86 -0.48 1.09
14 C -2.52 -0.50 0.79
15 N -2.03 0.72 0.72
16 C -3.07 1.56 0.99
17 C -4.22 0.84 1.22
18 C -5.61 1.30 1.43
19 C -6.40 0.83 2.47
20 C -7.71 1.28 2.63
21 C -8.23 2.21 1.74
22 C -7.45 2.69 0.70
23 C -6.15 2.24 0.55
24 C -2.93 3.03 1.07
25 C -2.19 3.71 0.10
26 C -2.19 5.10 0.06
27 C -2.86 5.83 1.04
28 C -3.54 5.16 2.05
29 C -3.59 3.77 2.05
30 P -1.74 -2.12 0.55
31 C -1.18 -2.09 -1.17
32 N -0.55 -1.16 -1.85
33 C -0.39 -1.63 -3.13
34 C -0.93 -2.90 -3.22
35 N -1.45 -3.18 -1.98
36 C -2.09 -4.43 -1.59
37 C -0.94 -3.90 -4.31
38 C -2.12 -4.47 -4.77
39 C -2.11 -5.39 -5.81
40 C -0.91 -5.75 -6.41
41 C 0.28 -5.18 -5.96
42 C 0.27 -4.27 -4.91
43 C 0.28 -0.87 -4.21
44 C 1.29 0.04 -3.92
45 C 2.00 0.66 -4.93
46 C 1.72 0.39 -6.26
47 C 0.66 -0.46 -6.57
48 C -0.06 -1.08 -5.55
49 C -0.17 -2.13 1.47
50 N 0.84 -1.29 1.48
51 C 1.81 -1.88 2.26
52 C 1.37 -3.11 2.71
53 N 0.11 -3.26 2.20
54 C -0.79 -4.38 2.50
55 C 2.00 -4.11 3.60
56 C 2.01 -5.47 3.29
57 C 2.63 -6.39 4.12
58 C 3.25 -5.97 5.28
59 C 3.25 -4.62 5.61
60 C 2.63 -3.70 4.78
61 C 3.14 -1.33 2.58
62 C 3.28 -0.13 3.27
63 C 4.53 0.31 3.68
64 C 5.66 -0.44 3.38
65 C 5.54 -1.63 2.67
66 C 4.28 -2.07 2.28
67 H -4.57 -2.34 0.42
68 H -5.79 -1.28 1.11
69 H -4.65 -2.12 2.17
70 H -5.98 0.14 3.19
71 H -8.31 0.91 3.45
72 H -9.25 2.56 1.86
73 H -7.85 3.42 0.01
74 H -5.53 2.61 -0.27
75 H -1.69 3.14 -0.68
76 H -1.71 5.60 -0.77
77 H -2.86 6.91 1.00
78 H -4.05 5.72 2.82
79 H -4.14 3.25 2.83
80 H -1.75 -5.22 -2.24
81 H -3.18 -4.35 -1.66
82 H -1.84 -4.68 -0.57
83 H -3.06 -4.17 -4.33
84 H -3.04 -5.82 -6.17
85 H -0.90 -6.46 -7.23
86 H 1.22 -5.46 -6.42
87 H 1.19 -3.82 -4.56
88 H 1.51 0.26 -2.89
89 H 2.78 1.38 -4.68
90 H 2.28 0.88 -7.05
91 H 0.39 -0.64 -7.60
92 H -0.90 -1.71 -5.81
93 H -0.52 -4.79 3.47
94 H -0.72 -5.16 1.75
95 H -1.81 -4.03 2.54
96 H 1.56 -5.80 2.36
97 H 2.62 -7.44 3.86
98 H 3.74 -6.69 5.93
99 H 3.75 -4.27 6.51
100 H 2.62 -2.64 5.04
101 H 2.39 0.45 3.50
102 H 4.62 1.23 4.25
103 H 6.64 -0.11 3.70
104 H 6.41 -2.21 2.41
105 H 4.18 -3.00 1.73
106 N 5.08 2.76 0.98
107 C 4.06 3.55 1.71
108 P 2.71 4.07 0.58
109 O 2.83 5.56 0.29
110 O 2.58 3.12 -0.56
111 C 1.24 4.13 1.73
112 N 0.62 5.46 1.39
113 H 5.46 3.27 0.20
114 H 4.36 1.47 0.52
115 H 5.84 2.51 1.60
116 H 4.45 4.44 2.19
117 H 3.63 2.91 2.49
118 H 1.61 4.16 2.76
119 H 0.53 3.31 1.65
120 H -0.20 5.34 0.80
121 H 1.45 5.93 0.82
122 H 0.34 5.99 2.20
123 C 4.24 0.81 -2.20
124 S 4.19 -0.27 -0.80
125 O 5.53 -0.72 -0.55
126 O 3.15 -1.25 -1.00
127 O 3.71 0.66 0.35
128 H 4.06 0.20 -3.08
129 H 5.24 1.26 -2.22
130 H 3.48 1.59 -2.09
131 N -0.19 1.75 3.25
132 C 0.49 2.06 4.16
133 N 1.16 2.40 5.23
134 C 2.27 3.10 5.22
135 N 3.26 3.73 5.26

Summary:
LUMO energy: 1.656 eV
DFT total energy: -4328.075352 a.u.
Charge: -1
HOMO energy: -3.046 eV
Gap between HOMO and LUMO: 4.702 eV

Q: Among the records above, which one has the lowest DFT total energy?
A: C23H19Br2Cl3F3IrN3OS

Q: Which value of DFT total energy does entry 4 give?
A: -1444.722479 a.u.